Entry 1:
{"formula": "C37H49F4N8PTi", "method": "ωB97M-V/def2-TZVPD", "symbols": ["Ti", "C", "N", "C", "C", "C", "N", "C", "C", "F", "C", "F", "C", "C", "F", "C", "F", "H", "H", "H", "H", "H", "H", "H", "H", "H", "H", "H", "C", "C", "N", "C", "C", "C", "C", "C", "C", "C", "C", "C", "N", "C", "H", "H", "H", "H", "H", "H", "H", "H", "N", "P", "N", "C", "C", "C", "C", "C", "N", "C", "C", "C", "C", "C", "N", "C", "C", "C", "C", "C", "H", "H", "H", "H", "H", "H", "H", "H", "H", "H", "H", "H", "H", "H", "H", "H", "H", "H", "H", "H", "H", "H", "H", "H", "H", "H", "H", "H", "H", "H"], "xyz": [[-0.510, -0.286, 0.060], [3.024, -0.447, 1.647], [2.112, 0.584, 1.173], [2.839, 1.622, 0.457], [1.362, 1.145, 2.289], [0.282, 2.136, 1.836], [-0.224, 1.668, 0.565], [-0.761, 2.517, -0.347], [-0.605, 2.171, -1.700], [0.169, 1.074, -1.922], [-1.083, 2.911, -2.750], [-0.860, 2.494, -4.002], [-1.773, 4.083, -2.517], [-1.925, 4.463, -1.198], [-2.600, 5.584, -0.913], [-1.440, 3.720, -0.141], [-1.679, 4.141, 1.111], [3.795, -0.041, 2.322], [2.466, -1.218, 2.182], [3.522, -0.914, 0.796], [3.498, 2.197, 1.131], [3.457, 1.162, -0.315], [2.145, 2.311, -0.027], [0.889, 0.308, 2.806], [2.034, 1.635, 3.009], [-0.490, 2.175, 2.610], [0.698, 3.142, 1.748], [-2.182, 4.675, -3.326], [1.338, -3.225, 2.549], [0.484, -2.222, 2.225], [0.312, -1.803, 0.928], [0.916, -2.565, -0.085], [1.876, -3.571, 0.217], [2.098, -3.878, 1.533], [2.495, -4.251, -0.903], [2.103, -4.013, -2.162], [1.026, -3.090, -2.461], [0.486, -2.919, -3.702], [-0.627, -2.046, -3.868], [-1.129, -1.370, -2.805], [-0.627, -1.482, -1.542], [0.452, -2.366, -1.373], [1.446, -3.504, 3.590], [-0.087, -1.691, 2.976], [2.809, -4.657, 1.787], [3.266, -4.991, -0.703], [2.562, -4.551, -2.986], [0.891, -3.469, -4.544], [-1.081, -1.901, -4.839], [-1.955, -0.684, -2.931], [-2.072, -0.376, 1.007], [-3.558, -0.694, 1.271], [-4.537, -0.232, 0.013], [-4.077, 0.360, -1.250], [-4.782, 1.679, -1.532], [-6.295, 1.466, -1.546], [-6.765, 0.800, -0.252], [-5.975, -0.469, 0.049], [-4.221, 0.117, 2.596], [-3.643, -0.353, 3.903], [-3.255, 0.800, 4.815], [-4.450, 1.735, 4.963], [-4.805, 2.352, 3.598], [-4.166, 1.601, 2.430], [-3.813, -2.281, 1.645], [-2.904, -3.259, 1.002], [-3.355, -4.678, 1.301], [-4.812, -4.898, 0.892], [-5.748, -3.815, 1.490], [-4.981, -2.819, 2.356], [-4.297, -0.337, -2.070], [-3.011, 0.500, -1.208], [-4.435, 2.084, -2.487], [-4.509, 2.401, -0.755], [-6.557, 0.826, -2.398], [-6.818, 2.414, -1.688], [-7.827, 0.546, -0.316], [-6.649, 1.498, 0.585], [-6.239, -1.245, -0.683], [-6.252, -0.839, 1.034], [-2.784, -1.000, 3.732], [-4.398, -0.950, 4.418], [-2.395, 1.338, 4.402], [-2.950, 0.396, 5.781], [-4.254, 2.515, 5.700], [-5.293, 1.148, 5.337], [-4.447, 3.382, 3.548], [-5.889, 2.386, 3.469], [-3.138, 1.940, 2.286], [-4.699, 1.849, 1.519], [-1.888, -3.105, 1.349], [-2.890, -3.111, -0.083], [-3.223, -4.887, 2.367], [-2.704, -5.367, 0.763], [-5.131, -5.895, 1.200], [-4.871, -4.877, -0.200], [-6.535, -4.273, 2.095], [-6.244, -3.265, 0.687], [-4.659, -3.309, 3.282], [-5.622, -1.994, 2.656]], "gap_ev": [5.4, 5.4], "homo_ev": [-5.167, -5.183], "e_lumo_ev": [0.22, 0.25]}

***

Entry 2:
{"formula": "H12O5S", "method": "ωB97M-V/def2-TZVPD", "symbols": ["O", "H", "H", "O", "H", "H", "O", "H", "H", "O", "H", "H", "O", "H", "H", "S", "H", "H"], "xyz": [[2.941, -2.065, -1.596], [2.785, -1.811, -0.683], [3.564, -1.496, -2.070], [-0.693, -1.112, -2.932], [-0.144, -1.226, -3.768], [-1.337, -1.723, -3.087], [0.222, 0.002, -0.345], [-0.351, 0.339, -1.112], [0.523, -0.860, -0.709], [1.294, -3.635, -2.955], [1.040, -2.785, -2.674], [1.816, -4.007, -2.285], [1.874, 1.593, 1.672], [1.025, 1.669, 1.141], [1.494, 0.950, 2.413], [-3.143, 2.859, 3.500], [-3.209, 3.453, 2.308], [-2.019, 3.492, 3.783]], "gap_ev": 10.2, "homo_ev": -9.806, "e_lumo_ev": 0.36, "smiles": "O.O.O.O.O.S"}

***

Entry 3:
{"formula": "C2H5NO2", "method": "ωB97M-V/def2-TZVPD", "symbols": ["C", "C", "N", "O", "O", "H", "H", "H", "H", "H"], "xyz": [[0.506, -0.936, 0.077], [-1.142, 0.124, 0.148], [1.611, -0.135, 0.044], [0.454, -2.117, -0.001], [-2.271, -0.560, -0.037], [-0.901, 0.838, -0.613], [-1.379, 0.592, 1.072], [1.390, 0.794, -0.162], [2.491, -0.640, -0.176], [-2.372, -1.421, -0.411]], "gap_ev": 9.8, "homo_ev": -9.033, "e_lumo_ev": 0.81}

***

Entry 4:
{"formula": "C9H14O", "method": "ωB97M-V/def2-TZVPD", "symbols": ["C", "C", "C", "C", "C", "C", "C", "O", "H", "H", "H", "H", "H", "H", "H", "H", "C", "C", "H", "H", "H", "H", "H", "H"], "xyz": [[-2.537, 1.703, -0.433], [-1.806, 0.805, 1.723], [-1.527, 1.274, 0.485], [-0.723, 0.139, 2.387], [-0.131, 1.422, 0.055], [0.571, 0.232, 1.920], [0.892, 0.913, 0.783], [1.556, -0.504, 2.469], [-2.773, 0.958, 2.154], [-0.905, -0.293, 3.418], [-3.492, 2.174, -0.011], [-2.071, 2.287, -1.265], [0.053, 1.958, -0.844], [2.078, 1.106, 0.488], [2.356, -0.090, 2.250], [-2.964, 0.820, -0.994], [2.029, -1.368, -1.651], [0.870, -2.379, -2.011], [1.574, -0.610, -1.120], [2.775, -1.705, -0.986], [2.441, -1.013, -2.552], [1.204, -2.909, -2.942], [-0.014, -1.733, -1.880], [0.544, -3.187, -1.442]], "gap_ev": [3.0, 7.4], "homo_ev": [0.995, -3.590], "e_lumo_ev": [3.99, 3.76], "charge": -1, "multiplicity": 2}

***

Entry 5:
{"formula": "C24H27IN4NiSSi", "method": "ωB97M-V/def2-TZVPD", "symbols": ["Ni", "C", "N", "C", "C", "N", "C", "S", "H", "H", "H", "H", "H", "H", "H", "H", "C", "Si", "C", "C", "C", "C", "C", "C", "C", "H", "H", "H", "H", "H", "H", "H", "H", "H", "H", "H", "N", "C", "C", "C", "C", "C", "C", "C", "H", "H", "H", "H", "I", "C", "C", "C", "C", "C", "N", "H", "H", "H", "H"], "xyz": [[0.297, 0.153, 0.353], [3.754, -2.683, -1.254], [3.791, -1.261, -1.478], [4.189, -0.714, -2.768], [3.846, 0.782, -2.640], [3.407, 0.880, -1.256], [3.276, -0.319, -0.671], [2.610, -0.582, 0.859], [4.753, -3.111, -1.359], [3.087, -3.163, -1.976], [3.387, -2.866, -0.248], [3.629, -1.204, -3.569], [5.253, -0.882, -2.946], [3.051, 1.082, -3.326], [4.713, 1.416, -2.821], [2.885, 1.666, -0.896], [-2.052, 2.402, 1.642], [-1.800, 0.928, 0.470], [-2.604, 1.422, -1.186], [-2.959, -0.451, 1.128], [-3.526, -0.397, 2.401], [-4.336, -1.421, 2.885], [-4.607, -2.526, 2.094], [-4.072, -2.594, 0.812], [-3.264, -1.570, 0.345], [-3.115, 2.649, 1.721], [-1.534, 3.281, 1.256], [-1.667, 2.211, 2.646], [-3.539, 1.953, -0.988], [-2.843, 0.544, -1.791], [-1.971, 2.080, -1.780], [-3.329, 0.457, 3.040], [-4.760, -1.349, 3.879], [-5.241, -3.322, 2.465], [-4.291, -3.445, 0.177], [-2.876, -1.636, -0.667], [1.837, 7.245, -0.336], [1.604, 6.122, -0.247], [1.319, 4.721, -0.139], [1.508, 4.052, 1.071], [1.209, 2.705, 1.170], [0.709, 1.961, 0.084], [0.563, 2.661, -1.125], [0.858, 4.011, -1.246], [1.882, 4.598, 1.928], [1.381, 2.208, 2.118], [0.214, 2.132, -2.006], [0.727, 4.523, -2.192], [0.182, -1.401, -2.277], [-0.206, -2.451, -0.506], [-0.480, -3.804, -0.516], [-0.740, -4.418, 0.700], [-0.708, -3.660, 1.859], [-0.430, -2.311, 1.764], [-0.188, -1.710, 0.597], [-0.500, -4.352, -1.447], [-0.972, -5.474, 0.736], [-0.904, -4.102, 2.825], [-0.404, -1.668, 2.634]], "gap_ev": [7.3, 7.3], "homo_ev": [-7.385, -7.383], "e_lumo_ev": [-0.06, -0.06]}

***

Entry 6:
{"formula": "C23H17Cl2N5O2", "method": "ωB97M-V/def2-TZVPD", "symbols": ["C", "O", "C", "C", "C", "N", "C", "C", "C", "N", "C", "N", "C", "C", "C", "C", "C", "N", "C", "C", "N", "C", "C", "O", "C", "C", "C", "C", "Cl", "C", "C", "Cl", "H", "H", "H", "H", "H", "H", "H", "H", "H", "H", "H", "H", "H", "H", "H", "H", "H"], "xyz": [[-1.692, 0.171, -3.561], [-0.691, -0.674, -4.103], [-0.335, -1.840, -3.451], [-0.880, -2.278, -2.225], [-0.496, -3.527, -1.672], [-0.983, -3.987, -0.422], [-1.916, -3.311, 0.403], [-3.205, -3.830, 0.617], [-3.622, -5.059, 0.049], [-4.051, -6.092, -0.314], [-4.100, -3.119, 1.399], [-3.806, -1.940, 1.924], [-2.615, -1.373, 1.676], [-2.379, -0.080, 2.108], [-1.154, 0.585, 1.901], [-1.047, 1.923, 2.529], [0.071, 2.669, 2.822], [-0.107, 3.992, 3.295], [0.829, 4.764, 3.893], [0.289, 6.049, 4.046], [-0.994, 6.062, 3.446], [-1.194, 4.855, 3.005], [-0.087, -0.114, 1.246], [1.132, 0.508, 1.006], [2.057, -0.106, 0.061], [-0.329, -1.451, 0.800], [-1.593, -2.062, 0.963], [0.394, -4.382, -2.379], [0.760, -5.973, -1.737], [0.965, -3.916, -3.589], [0.586, -2.688, -4.124], [1.297, -2.143, -5.653], [-1.417, 0.500, -2.571], [-2.674, -0.370, -3.445], [-1.877, 1.046, -4.209], [-1.610, -1.706, -1.659], [-0.989, -5.004, -0.341], [-5.066, -3.551, 1.568], [-3.190, 0.398, 2.648], [-2.001, 2.402, 2.666], [1.073, 2.244, 2.630], [1.791, 4.442, 4.240], [0.726, 6.950, 4.514], [-2.119, 4.527, 2.507], [2.539, -1.042, 0.421], [2.896, 0.536, -0.135], [1.516, -0.278, -0.903], [0.470, -1.990, 0.227], [1.623, -4.599, -4.139]], "gap_ev": 7.3, "homo_ev": -8.457, "e_lumo_ev": -1.11, "smiles": "COc1cc(Nc2c(C#N)cnc3cc(/C=C/n4ccnc4)c(OC)cc23)c(Cl)cc1Cl"}

***

Entry 7:
{"formula": "C43H37ClF9NO6P", "method": "ωB97M-V/def2-TZVPD", "symbols": ["C", "C", "C", "C", "C", "C", "C", "C", "F", "F", "C", "F", "F", "C", "F", "F", "C", "F", "F", "F", "P", "O", "Cl", "C", "C", "C", "C", "N", "O", "H", "H", "H", "H", "H", "H", "H", "H", "H", "H", "H", "H", "H", "H", "H", "H", "H", "H", "H", "H", "H", "C", "C", "C", "C", "C", "C", "C", "O", "C", "C", "C", "C", "C", "C", "C", "O", "H", "H", "H", "H", "H", "H", "H", "H", "C", "C", "C", "C", "C", "C", "C", "O", "C", "C", "C", "C", "C", "C", "C", "O", "H", "H", "H", "H", "H", "H", "H", "H"], "xyz": [[-3.937, 2.093, 1.185], [-5.130, 2.698, 0.256], [-6.211, 3.235, 1.348], [-4.673, 4.003, -0.540], [-4.262, 3.822, -2.062], [-2.718, 3.533, -2.376], [-1.749, 3.399, -1.124], [-0.216, 3.440, -1.641], [-0.115, 3.090, -3.018], [0.248, 4.790, -1.579], [0.768, 2.594, -0.711], [0.360, 2.505, 0.629], [2.001, 3.308, -0.685], [1.127, 1.133, -1.240], [1.954, 0.548, -0.231], [1.939, 1.165, -2.392], [-0.119, 0.149, -1.409], [-0.867, 0.371, -2.554], [-0.937, 0.089, -0.270], [0.411, -1.155, -1.545], [-4.667, 5.505, -2.907], [-4.064, 5.485, -4.518], [-3.665, 7.040, -1.792], [-5.199, 2.756, -2.802], [-5.353, 1.445, -1.908], [-4.033, 0.506, -1.980], [-6.495, 0.554, -2.658], [-5.866, 1.665, -0.530], [-5.691, 0.528, 0.137], [-3.311, 3.003, 1.503], [-3.294, 1.336, 0.645], [-4.420, 1.662, 2.113], [-7.134, 3.541, 0.733], [-5.839, 4.140, 1.918], [-6.562, 2.378, 2.015], [-3.893, 4.534, 0.111], [-5.579, 4.716, -0.528], [-2.586, 2.591, -3.010], [-2.298, 4.383, -3.025], [-1.830, 4.297, -0.417], [-1.837, 2.437, -0.532], [-3.334, 6.143, -4.582], [-4.841, 2.536, -3.854], [-6.244, 3.235, -2.855], [-3.780, 0.464, -3.102], [-4.244, -0.565, -1.676], [-3.131, 0.971, -1.481], [-7.182, 0.060, -1.889], [-7.130, 1.254, -3.299], [-6.025, -0.288, -3.278], [-2.195, -4.612, 6.825], [-1.248, -4.101, 7.709], [-0.196, -3.328, 7.232], [-0.082, -3.074, 5.865], [-1.017, -3.606, 4.978], [-2.081, -4.367, 5.462], [-0.880, -3.385, 3.519], [-1.699, -3.847, 2.744], [0.272, -2.602, 3.019], [0.447, -2.433, 1.645], [1.518, -1.688, 1.165], [2.414, -1.100, 2.056], [2.247, -1.270, 3.425], [1.181, -2.030, 3.909], [1.033, -2.234, 5.368], [1.818, -1.724, 6.148], [-3.021, -5.208, 7.200], [-1.330, -4.303, 8.772], [0.536, -2.927, 7.925], [-2.819, -4.773, 4.778], [-0.249, -2.886, 0.946], [1.653, -1.565, 0.101], [3.245, -0.513, 1.682], [2.950, -0.815, 4.114], [4.925, 0.599, -0.103], [5.975, 0.362, 0.781], [6.903, -0.636, 0.509], [6.776, -1.411, -0.643], [5.711, -1.190, -1.516], [4.791, -0.175, -1.250], [5.536, -2.037, -2.719], [4.607, -1.843, -3.483], [6.502, -3.131, -2.972], [6.319, -3.973, -4.068], [7.228, -4.994, -4.321], [8.329, -5.171, -3.486], [8.513, -4.337, -2.389], [7.594, -3.321, -2.124], [7.780, -2.460, -0.933], [8.740, -2.617, -0.200], [4.207, 1.385, 0.106], [6.072, 0.959, 1.682], [7.722, -0.812, 1.198], [3.969, 0.009, -1.931], [5.465, -3.839, -4.724], [7.081, -5.651, -5.171], [9.042, -5.963, -3.688], [9.369, -4.482, -1.740]], "gap_ev": [8.0, 8.0], "homo_ev": [-8.981, -8.992], "e_lumo_ev": [-1.02, -1.02], "multiplicity": 2}

***

Entry 8:
{"formula": "C41H50BrIN7O2SiTa", "method": "ωB97M-V/def2-TZVPD", "symbols": ["Ta", "O", "C", "C", "C", "C", "C", "C", "C", "O", "N", "N", "C", "C", "Br", "C", "C", "C", "C", "C", "C", "C", "H", "H", "H", "H", "H", "H", "H", "H", "H", "H", "H", "H", "H", "H", "C", "N", "C", "C", "N", "C", "C", "C", "C", "C", "C", "N", "C", "N", "C", "C", "C", "C", "C", "C", "N", "H", "H", "H", "H", "H", "H", "H", "H", "H", "H", "H", "H", "H", "H", "H", "I", "C", "Si", "C", "C", "C", "C", "C", "C", "C", "C", "H", "H", "H", "H", "H", "H", "H", "H", "H", "H", "H", "H", "H", "H", "H", "H", "H", "H", "H", "H", "H"], "xyz": [[-0.491, -1.665, -1.167], [-3.822, -1.961, 2.873], [-3.992, -0.711, 2.451], [-5.201, -0.384, 1.795], [-5.575, 0.906, 1.512], [-4.655, 1.912, 1.556], [-3.466, 1.600, 2.090], [-3.063, 0.348, 2.525], [-1.763, 0.259, 3.089], [-0.756, -0.974, 0.397], [-0.960, 1.238, 3.375], [0.193, 0.860, 4.090], [0.701, 1.826, 4.710], [1.812, 1.572, 5.636], [3.067, 0.454, 4.942], [1.969, 2.198, 6.807], [0.777, 2.963, 7.344], [0.694, 4.316, 7.218], [-0.420, 5.035, 7.655], [-1.493, 4.329, 8.167], [-1.358, 2.926, 8.454], [-0.257, 2.244, 7.987], [-4.623, -2.451, 2.564], [-5.903, -1.181, 1.715], [-6.602, 1.101, 1.164], [-4.855, 2.855, 1.149], [-2.663, 2.347, 2.170], [-1.424, -0.733, 3.364], [-1.099, 2.237, 3.211], [0.389, 2.834, 4.680], [2.961, 2.098, 7.318], [1.543, 4.811, 6.724], [-0.488, 6.155, 7.565], [-2.398, 4.875, 8.313], [-2.224, 2.434, 8.907], [-0.073, 1.185, 8.058], [0.271, -4.606, -2.499], [-0.221, -3.979, -1.302], [0.453, -4.537, -0.172], [1.460, -3.540, 0.229], [1.573, -2.365, -0.387], [2.752, -1.846, 0.142], [3.496, -0.844, -0.410], [4.651, -0.584, 0.314], [5.054, -1.286, 1.446], [4.383, -2.415, 1.927], [3.242, -2.684, 1.178], [2.327, -3.725, 1.199], [-0.238, -3.972, -3.711], [-0.473, -2.687, -3.848], [-0.536, -2.449, -5.219], [-0.755, -1.286, -5.994], [-0.838, -1.398, -7.364], [-0.905, -2.632, -7.987], [-0.532, -3.789, -7.302], [-0.319, -3.664, -5.933], [-0.102, -4.600, -4.931], [-0.011, -5.637, -2.503], [1.297, -4.452, -2.495], [-1.206, -4.147, -1.185], [0.956, -5.503, -0.480], [-0.211, -4.687, 0.652], [3.185, -0.350, -1.323], [5.391, 0.224, -0.021], [5.945, -0.938, 1.998], [4.805, -2.979, 2.734], [2.454, -4.630, 1.572], [-0.796, -0.275, -5.595], [-1.089, -0.505, -7.896], [-1.297, -2.663, -9.035], [-0.574, -4.789, -7.795], [0.092, -5.562, -5.081], [-3.296, -2.359, -1.472], [-1.580, 0.607, -3.295], [-0.016, 0.758, -2.236], [1.609, 1.008, -3.281], [2.772, 1.834, -2.781], [0.991, 1.789, -4.473], [2.028, -0.420, -3.806], [-0.205, 2.149, -0.974], [-1.644, 2.057, -0.476], [0.770, 1.905, 0.207], [0.150, 3.576, -1.509], [-1.803, 1.640, -3.694], [-2.385, 0.309, -2.687], [-1.609, -0.170, -4.059], [2.456, 2.845, -2.481], [3.411, 1.935, -3.648], [3.462, 1.423, -2.044], [0.491, 2.756, -4.343], [0.352, 1.150, -5.095], [1.809, 1.974, -5.199], [2.100, -1.103, -2.966], [2.983, -0.436, -4.334], [1.178, -0.739, -4.481], [-1.787, 1.037, -0.159], [-2.471, 2.284, -1.164], [-1.730, 2.654, 0.405], [0.464, 1.078, 0.793], [0.730, 2.742, 0.968], [1.771, 1.798, -0.131], [-0.245, 3.697, -2.534], [1.250, 3.773, -1.513], [-0.175, 4.370, -0.867]], "gap_ev": 7.1, "homo_ev": -12.802, "e_lumo_ev": -5.67, "charge": 2}